# 1
Below is a structure of composition C60H48N6O2P3SSiSr, with properties calculated with ωB97M-V/def2-TZVPD.

```
122
Properties=species:S:1:pos:R:3:forces:R:3
Sr -0.333 0.512 -0.092 -0.07 -0.61 -0.66
C -1.708 7.006 -0.115 -0.01 0.00 0.00
C -1.817 6.097 0.929 -0.04 0.02 0.02
C -0.968 5.007 0.991 -0.05 0.01 -0.02
C 0.007 4.806 0.016 0.04 0.02 -0.14
C 0.112 5.720 -1.027 0.03 0.05 0.04
C -0.742 6.815 -1.089 0.01 0.01 -0.02
P 0.991 3.267 0.146 0.22 0.28 0.09
C 2.312 3.524 -1.091 0.02 -0.02 -0.01
C 3.627 3.835 -0.760 -0.01 -0.03 0.02
C 4.578 4.013 -1.756 0.04 0.01 -0.01
C 4.221 3.901 -3.092 0.00 0.02 0.00
C 2.915 3.573 -3.433 -0.02 0.03 0.00
C 1.974 3.364 -2.437 0.03 0.03 -0.04
C 1.835 3.495 1.758 -0.03 0.06 0.03
C 2.024 4.770 2.297 -0.03 0.00 0.01
C 2.601 4.927 3.546 0.01 0.01 0.01
C 2.988 3.803 4.266 0.01 0.02 0.03
C 2.823 2.542 3.721 -0.02 -0.01 0.05
C 2.258 2.351 2.455 0.07 0.00 -0.05
Si 2.172 0.638 1.583 0.42 0.13 0.36
C 3.939 0.586 0.829 -0.04 -0.02 -0.04
C 5.064 1.076 1.498 0.04 0.03 0.05
C 6.334 1.007 0.947 0.01 0.00 -0.01
C 6.510 0.427 -0.302 -0.01 -0.01 -0.01
C 5.410 -0.056 -0.995 0.02 0.04 0.02
C 4.129 0.036 -0.449 0.05 -0.02 -0.07
P 2.618 -0.543 -1.335 0.03 0.07 0.12
C 2.569 -2.285 -0.750 0.01 -0.03 0.06
C 1.461 -2.739 -0.043 0.01 0.01 0.06
C 1.410 -4.034 0.456 -0.02 -0.02 0.03
C 2.476 -4.895 0.251 -0.03 -0.01 0.02
C 3.593 -4.453 -0.446 0.02 0.01 -0.02
C 3.639 -3.158 -0.937 0.00 -0.01 -0.01
C 3.185 -0.733 -3.064 0.01 -0.01 -0.05
C 3.803 0.352 -3.688 0.01 -0.04 0.04
C 4.110 0.315 -5.039 0.01 0.02 0.00
C 3.792 -0.805 -5.795 -0.01 -0.01 -0.04
C 3.161 -1.882 -5.190 -0.01 -0.02 -0.01
C 2.855 -1.845 -3.836 0.00 0.02 0.02
C 2.275 -0.527 3.099 -0.02 -0.03 -0.02
C 3.439 -1.174 3.529 0.02 -0.01 0.00
C 3.449 -1.989 4.650 0.00 -0.02 0.01
C 2.288 -2.174 5.390 0.00 0.01 0.00
C 1.114 -1.563 4.977 0.02 -0.01 -0.02
C 1.096 -0.764 3.832 0.01 0.00 0.04
P -0.464 -0.050 3.188 0.10 -0.06 -0.08
C -0.779 1.450 4.169 0.00 0.00 0.05
C -0.120 1.747 5.359 0.04 0.01 -0.04
C -0.440 2.898 6.062 0.00 0.00 0.03
C -1.432 3.749 5.595 0.00 0.02 0.02
C -2.098 3.455 4.414 -0.03 0.03 -0.08
C -1.762 2.316 3.694 -0.03 0.05 0.00
C -1.710 -1.211 3.868 -0.03 0.01 0.02
C -2.771 -0.818 4.677 -0.02 0.01 0.02
C -3.729 -1.741 5.079 -0.01 0.00 0.01
C -3.638 -3.065 4.680 -0.01 -0.01 0.00
C -2.583 -3.467 3.870 0.00 -0.02 0.00
C -1.632 -2.547 3.463 -0.01 -0.02 0.00
H -2.383 7.850 -0.174 0.01 0.00 0.00
H -2.584 6.221 1.682 0.01 -0.01 -0.01
H -1.067 4.298 1.802 -0.03 -0.09 0.07
H 0.865 5.593 -1.793 0.01 -0.02 -0.01
H -0.650 7.517 -1.909 0.00 0.00 0.00
H 3.913 3.928 0.281 0.00 0.00 -0.01
H 5.601 4.242 -1.484 -0.01 0.00 0.00
H 4.963 4.050 -3.867 0.00 0.00 0.00
H 2.633 3.452 -4.472 0.01 0.00 0.01
H 0.961 3.084 -2.710 0.00 0.00 0.01
H 1.699 5.643 1.744 0.01 0.00 0.01
H 2.737 5.919 3.959 -0.01 -0.01 0.00
H 3.422 3.915 5.254 0.00 0.00 -0.02
H 3.136 1.673 4.293 0.00 0.01 0.00
H 4.940 1.531 2.476 0.01 -0.01 -0.03
H 7.186 1.399 1.492 0.00 0.00 -0.01
H 7.499 0.356 -0.740 -0.01 0.00 0.00
H 5.555 -0.494 -1.974 0.00 -0.01 -0.03
H 0.624 -2.080 0.152 -0.03 -0.02 -0.08
H 0.537 -4.365 1.006 0.02 0.00 -0.02
H 2.442 -5.906 0.638 0.00 0.01 0.00
H 4.433 -5.118 -0.604 0.00 0.01 0.00
H 4.517 -2.818 -1.474 0.01 0.00 0.00
H 4.048 1.235 -3.110 0.00 -0.05 -0.01
H 4.594 1.167 -5.501 0.00 0.00 0.00
H 4.025 -0.834 -6.852 0.00 0.00 0.01
H 2.892 -2.753 -5.774 0.00 0.01 0.00
H 2.340 -2.683 -3.383 0.00 -0.01 0.00
H 4.357 -1.034 2.971 0.00 0.00 0.00
H 4.367 -2.481 4.951 -0.01 0.00 0.00
H 2.291 -2.800 6.274 0.00 0.00 -0.01
H 0.201 -1.728 5.536 -0.01 -0.01 0.01
H 0.656 1.086 5.724 -0.01 0.00 0.00
H 0.089 3.132 6.979 0.00 0.00 -0.01
H -1.681 4.646 6.149 0.01 -0.01 -0.01
H -2.870 4.115 4.037 0.02 -0.01 0.01
H -2.264 2.100 2.755 0.01 0.01 0.00
H -2.854 0.213 4.998 0.00 -0.04 -0.01
H -4.551 -1.418 5.706 0.01 -0.01 0.00
H -4.390 -3.780 4.989 0.01 0.00 0.00
H -2.506 -4.499 3.548 0.00 0.01 0.00
H -0.809 -2.867 2.832 0.01 0.00 -0.01
O -1.960 -1.359 0.394 -0.12 -0.20 0.13
H -2.825 -1.323 -0.084 -0.06 -0.01 -0.02
H -2.210 -1.310 1.327 0.02 -0.09 -0.04
N -1.874 -2.515 -4.355 0.06 0.07 -0.12
C -1.395 -2.210 -3.147 -0.22 0.12 0.25
N -1.693 -3.044 -2.140 0.16 0.03 -0.25
S -0.442 -0.829 -2.935 0.13 0.07 0.08
H -2.610 -3.205 -4.456 0.00 -0.16 -0.05
H -1.773 -1.811 -5.063 0.08 0.01 -0.03
H -2.394 -3.753 -2.276 -0.08 -0.11 -0.04
H -1.502 -2.741 -1.201 0.03 0.04 0.11
O -3.953 3.489 0.416 0.15 -0.16 -0.01
C -3.104 2.665 0.229 -0.01 0.03 0.04
N -2.252 1.846 0.066 -0.68 0.66 0.17
N -4.341 -1.706 -0.927 -0.09 0.22 0.07
C -4.989 -2.096 -1.800 0.07 -0.22 0.03
C -5.614 -2.731 -2.885 -0.03 0.12 0.02
C -6.923 -2.432 -3.315 -0.12 0.01 -0.02
N -7.999 -2.206 -3.670 0.05 0.00 0.01
C -4.816 -3.679 -3.529 0.06 -0.15 -0.06
N -4.060 -4.429 -3.995 -0.16 -0.06 0.02
```
Positions in Å, forces in eV/Å.

- LUMO level: 2.20 eV
- ΔE to the lowest compared entry with this formula, charge and spin: 0.0 kcal/mol
- Net charge: -1
- HOMO-LUMO gap: 6.6331 eV

Löwdin population analysis, charges in e, atoms 1 to 99: 0.83, -0.09, -0.07, -0.11, -0.36, -0.08, -0.09, 1.02, -0.37, -0.07, -0.08, -0.10, -0.10, -0.12, -0.38, -0.09, -0.09, -0.09, -0.12, -0.30, 0.58, -0.30, -0.11, -0.09, -0.09, -0.10, -0.37, 1.00, -0.36, -0.11, -0.07, -0.09, -0.08, -0.09, -0.39, -0.11, -0.09, -0.10, -0.09, -0.11, -0.31, -0.09, -0.09, -0.09, -0.10, -0.39, 1.06, -0.37, -0.08, -0.08, -0.09, -0.08, -0.11, -0.38, -0.07, -0.08, -0.09, -0.08, -0.12, 0.10, 0.10, 0.09, 0.09, 0.10, 0.10, 0.10, 0.10, 0.11, 0.11, 0.11, 0.10, 0.10, 0.10, 0.09, 0.10, 0.10, 0.09, 0.05, 0.10, 0.10, 0.10, 0.11, 0.08, 0.10, 0.10, 0.10, 0.10, 0.09, 0.10, 0.10, 0.10, 0.10, 0.10, 0.10, 0.11, 0.09, 0.10, 0.10, 0.10

# 2
Below is the ion C2H3O4S2 with charge -1, with properties calculated with ωB97M-V/def2-TZVPD.

```
11
Properties=species:S:1:pos:R:3:forces:R:3
O 1.674 -0.799 1.415 0.76 -0.40 1.01
C 1.498 -0.040 0.427 0.62 -0.08 -1.11
O 2.277 0.697 -0.176 -0.04 0.19 0.25
C 0.040 -0.263 -0.095 1.25 0.53 -3.10
O -0.163 -0.045 -1.623 1.75 0.00 1.82
O -0.204 -1.499 0.228 -1.21 -2.37 2.20
S -0.678 1.156 0.656 -1.31 1.45 1.06
S -2.736 0.989 0.624 0.09 -0.31 -0.50
H 0.653 0.455 -1.916 -1.13 -0.73 0.78
H 0.520 -1.648 1.183 -0.76 1.61 -2.73
H -2.882 0.995 -0.725 -0.04 0.12 0.30
```
Positions in Å, forces in eV/Å.

- LUMO level: 3.07 eV
- ΔE to the lowest compared entry with this formula, charge and spin: 26.3 kcal/mol
- Net charge: -1
- HOMO-LUMO gap: 7.8133 eV

Partial atomic charges computed with the Löwdin method, in multiples of e: -0.04, -0.74, 0.00, -0.91, -0.13, -0.09, 0.55, 0.27, 0.08, 0.20, -0.20

# 3
Below is a structure of composition C28H44BrN3OsP2, with properties calculated with ωB97M-V/def2-TZVPD.

```
79
Properties=species:S:1:pos:R:3:forces:R:3
N -6.649 5.094 -4.896 0.24 -0.26 -0.25
C -6.477 5.648 -3.695 0.42 0.24 1.10
C -5.628 5.116 -2.723 -0.55 0.55 0.10
C -5.003 3.874 -2.968 0.84 -0.62 0.76
C -5.167 3.315 -4.258 -0.58 -0.09 -1.15
C -6.008 3.959 -5.171 0.45 -0.74 0.13
C -4.191 3.195 -1.968 -1.55 1.47 -0.63
Os -0.836 0.007 1.117 0.69 -2.01 4.55
P 5.393 -0.891 0.594 -2.15 0.59 -0.61
C -3.404 2.125 -2.264 0.52 -0.25 -0.51
C -2.271 1.754 -1.458 -0.67 -0.13 1.02
C -1.061 1.403 -2.147 0.14 0.44 0.00
C 0.145 1.467 -1.475 -0.32 -1.30 -1.11
C 0.068 1.313 -0.066 0.44 2.70 -0.51
C -1.072 1.905 0.699 -0.54 2.81 -2.37
C -2.302 2.016 -0.090 0.84 0.43 0.03
Br 1.832 1.018 0.884 -2.45 -0.11 0.14
H -4.178 3.666 -0.984 0.16 -0.09 -0.21
H -3.445 1.716 -3.266 0.02 -0.07 0.02
H -5.463 5.660 -1.790 -0.14 -0.24 -0.25
H -4.670 2.393 -4.563 -0.27 0.35 0.04
H -7.018 6.576 -3.504 0.12 -0.22 -0.05
H -6.140 3.537 -6.166 -0.07 0.15 0.17
H -1.186 1.189 -3.220 0.65 0.51 0.48
H -3.236 2.321 0.408 0.64 0.08 -0.26
H 1.106 1.498 -1.999 -0.39 -0.40 0.15
H -0.900 2.600 1.501 -0.03 0.12 0.38
P -0.608 -2.040 0.333 0.80 -2.53 -1.24
C 5.095 0.894 0.768 0.55 0.38 0.54
C 6.340 1.674 0.319 0.28 0.29 -0.14
H 4.861 1.112 1.821 0.18 -0.15 -0.13
H 4.219 1.193 0.173 0.39 -0.38 -0.08
H 6.274 2.726 0.631 0.03 -0.37 -0.09
H 7.241 1.231 0.769 -0.19 0.33 -0.17
H 6.444 1.656 -0.776 0.05 -0.04 0.34
C 4.856 -1.311 -1.107 0.78 -0.18 -0.51
C 5.763 -2.404 -1.719 0.03 -0.25 -0.13
H 4.947 -0.392 -1.710 0.03 -0.20 0.34
H 3.794 -1.606 -1.119 0.27 0.04 0.34
H 5.542 -2.547 -2.786 0.03 0.11 0.36
H 6.820 -2.113 -1.628 -0.32 -0.14 -0.11
H 5.628 -3.375 -1.223 0.06 0.29 -0.09
C 4.447 -1.777 1.877 0.56 -0.65 -0.08
C 5.398 -2.034 3.060 0.13 -0.06 0.40
H 4.105 -2.728 1.442 0.15 0.21 0.06
H 3.563 -1.194 2.162 0.19 0.10 -0.12
H 4.984 -2.755 3.766 -0.05 0.05 -0.16
H 6.356 -2.428 2.705 -0.17 -0.03 0.13
H 5.605 -1.123 3.627 -0.01 -0.01 -0.14
C -0.141 -3.288 1.598 0.07 -0.04 0.51
C -1.178 -4.388 1.806 -0.24 -0.30 0.20
H 0.090 -2.753 2.533 -0.08 -0.29 -0.17
H 0.801 -3.729 1.247 -0.19 0.21 0.13
H -2.086 -4.006 2.295 0.19 -0.16 -0.18
H -1.460 -4.889 0.866 0.15 0.18 0.37
H -0.744 -5.154 2.464 -0.19 0.20 -0.16
C 0.695 -2.348 -0.918 -0.08 -0.28 -0.25
C 0.243 -2.338 -2.380 0.23 0.01 -0.15
H 1.102 -3.341 -0.660 -0.07 0.41 -0.25
H 1.484 -1.600 -0.716 -0.29 -0.29 -0.13
H -0.494 -3.137 -2.585 0.35 0.46 0.08
H -0.172 -1.355 -2.665 0.12 -0.44 -0.01
H 1.136 -2.539 -2.996 -0.50 0.13 0.03
C -2.299 -2.286 -0.292 0.21 -0.67 -0.66
C -3.346 -1.488 0.499 -0.11 -0.53 -0.55
H -2.503 -3.360 -0.268 -0.25 0.13 -0.13
H -2.297 -1.993 -1.354 0.04 -0.06 0.32
H -4.123 -1.130 -0.196 0.38 0.27 0.43
H -3.860 -2.114 1.239 0.37 0.40 0.17
H -2.899 -0.598 1.033 -0.24 0.19 0.13
N -1.359 1.189 5.212 0.14 -0.98 -1.11
C -1.634 -0.165 5.368 0.26 0.00 -0.62
C -1.377 -0.766 4.167 -0.22 0.97 -0.08
N -1.007 0.234 3.255 0.39 -0.13 0.25
C -0.949 1.383 3.931 -0.65 -0.40 1.01
H -1.520 1.911 5.909 0.22 -0.13 -0.11
H -1.983 -0.622 6.277 0.03 0.21 0.20
H -1.419 -1.797 3.847 -0.20 0.13 0.30
H -0.614 2.336 3.563 -0.11 0.06 -0.02
```
Positions in Å, forces in eV/Å.

- LUMO level (alpha / beta): -13.40 / -13.66 eV
- Expectation value of S²: 6.209
- 2S+1: 5
- ΔE to the lowest compared entry with this formula, charge and spin: 54.0 kcal/mol
- Net charge: +4
- HOMO-LUMO gap (alpha / beta): 5.3784 / 5.2098 eV

Partial atomic charges computed with the Löwdin method, in multiples of e: 0.16, -0.05, 0.05, -0.15, 0.05, -0.05, 0.07, 1.21, 1.20, 0.03, -0.21, 0.01, -0.07, -0.77, -0.37, -0.01, 0.91, 0.14, 0.12, 0.14, 0.12, 0.14, 0.14, 0.15, 0.14, 0.14, 0.10, 0.78, -0.43, -0.12, 0.09, 0.00, 0.10, 0.09, 0.09, -0.35, -0.12, 0.10, 0.07, 0.09, 0.09, 0.08, -0.37, -0.13, 0.09, 0.06, 0.09, 0.08, 0.09, -0.36, -0.11, 0.06, 0.08, 0.08, 0.09, 0.10, -0.37, -0.11, 0.09, 0.04, 0.10, 0.06, 0.10, -0.35, -0.09, 0.09, 0.09, 0.11, 0.11, 0.02, 0.13, -0.01, -0.09, -0.13, -0.13, 0.19, 0.14, 0.10, 0.13